#a
C4H8N | wB97M-V/def2-TZVPD

Bonds (Å) are listed after each position.
Cartesian coordinates (Å):
1 H -1.260 -0.774 1.559  C11 1.012
2 H 0.829 2.106 0.615  C6 1.078
3 H 0.964 -2.121 -0.356  C7 1.143
4 H -1.434 1.530 -0.571  C13 1.106
5 N 0.003 -0.062 -0.023  C6 1.619, C7 1.441, C11 1.459, C13 1.494
6 C 0.770 1.357 -0.158  H2 1.078, N5 1.619, H9 1.088, C13 1.530
7 C 0.031 -1.498 -0.136  H3 1.143, N5 1.441, H10 1.152, C11 1.522
8 H -0.522 0.952 -1.996  C13 1.083
9 H 1.706 1.102 -0.650  C6 1.088
10 H -0.839 -1.963 -0.732  C7 1.152
11 C -0.323 -0.820 1.180  H1 1.012, N5 1.459, C7 1.522, H12 1.136
12 H 0.272 -0.628 2.129  C11 1.136
13 C -0.516 1.018 -0.915  H4 1.106, N5 1.494, C6 1.530, H8 1.083

Calculated values
Total charge   +1
SMILES   C1C[N+]12CC2
HOMO-LUMO gap   13.35 eV

***

#b
C4H8N | wB97M-V/def2-TZVPD

Bonds (Å) are listed after each position.
Cartesian coordinates (Å):
1 H -3.124 0.913 -0.581  C9 1.051
2 H 1.302 -1.349 0.526  N3 0.960
3 N 1.532 -0.695 -0.138  H2 0.960, C8 1.809, C10 1.466, H13 0.968
4 C -1.421 -0.173 -0.143  C8 1.194, C9 1.458
5 H 1.936 1.097 -0.678  C10 1.047
6 H -3.083 0.252 1.006  C9 0.992
7 H -3.409 -0.685 -0.344  C9 1.071
8 C -0.237 -0.318 -0.193  N3 1.809, C4 1.194
9 C -2.835 0.127 0.054  H1 1.051, C4 1.458, H6 0.992, H7 1.071
10 C 2.288 0.531 0.130  N3 1.466, H5 1.047, H11 1.054, H12 1.161
11 H 3.300 0.266 0.261  C10 1.054
12 H 2.060 1.087 1.124  C10 1.161
13 H 1.690 -1.053 -1.024  N3 0.968

Calculated values
Total charge   +1
SMILES   CC#C[NH2+]C
HOMO-LUMO gap   10.10 eV

***

#a ends up most stable, edging out the next structure by 1.376 eV.